1.
# CdH11O6

CdH11O6 as an isolated structure in a non-equilibrium geometry (ωB97M-V/def2-TZVPD, the Open Molecules 2025 dataset).

Output
* HOMO: -11.97 eV
* frontier orbital gap: 8.4 eV
* total charge: +1

Each line ends with the natural charge from an NBO analysis.
Cartesian coordinates (Å):
Cd  -8.200  -19.784  4.243  1.741
O  -9.265  -18.724  5.533  -1.285
H  -8.565  -18.609  6.205  0.416
O  -7.130  -20.925  2.907  -0.984
H  -7.468  -21.490  2.212  0.512
H  -6.266  -20.654  2.597  0.511
O  -8.988  -21.724  5.036  -0.982
H  -8.650  -22.248  5.762  0.505
H  -9.820  -22.138  4.808  0.500
O  -9.650  -19.501  2.753  -0.997
H  -10.330  -18.862  2.966  0.525
H  -10.073  -20.108  2.145  0.499
O  -7.221  -18.024  3.833  -0.997
H  -6.966  -17.590  3.019  0.504
H  -7.033  -17.382  4.517  0.516
O  -6.531  -20.252  5.689  -0.986
H  -5.852  -20.927  5.714  0.501
H  -6.254  -19.608  6.341  0.503

Cartesian forces (eV/Å) of the 2 atoms listed first:
Cd -0.95 -1.28 1.66
O -0.14 1.09 1.83

***

2.
# CdH14O7

CdH14O7 as an isolated structure in a non-equilibrium geometry (ωB97M-V/def2-TZVPD, the Open Molecules 2025 dataset).

Output
* HOMO: -19.67 eV
* frontier orbital gap: 12.6 eV
* total charge: +2

Each line ends with the natural charge from an NBO analysis.
Cartesian coordinates (Å):
Cd  -27.184  -12.480  7.196  1.789
O  -26.968  -12.780  5.016  -1.023
H  -27.506  -13.164  4.309  0.527
H  -26.126  -12.523  4.578  0.529
O  -28.589  -14.539  7.223  -0.990
H  -28.345  -15.457  7.164  0.499
H  -29.447  -14.491  6.854  0.512
O  -28.169  -12.654  9.242  -1.000
H  -28.078  -13.518  9.630  0.514
H  -28.421  -12.141  10.007  0.516
O  -25.809  -14.202  7.619  -1.011
H  -24.867  -14.293  7.845  0.525
H  -26.130  -15.083  7.369  0.518
O  -29.239  -11.650  6.567  -0.992
H  -29.599  -10.967  7.145  0.520
H  -29.332  -11.334  5.691  0.507
O  -27.088  -10.398  8.063  -0.981
H  -26.889  -10.406  9.016  0.519
H  -26.364  -10.028  7.599  0.503
O  -24.861  -11.644  6.611  -1.012
H  -24.068  -12.058  6.995  0.514
H  -24.570  -10.753  6.299  0.516

Cartesian forces (eV/Å) of the 2 atoms listed first:
Cd -0.32 -0.17 0.04
O 0.86 0.18 -1.31

***

3.
# Cl2F2H2N3O2PS2

An isolated ion of composition Cl2F2H2N3O2PS2 and charge +2 in a non-equilibrium geometry (ωB97M-V/def2-TZVPD, the Open Molecules 2025 dataset).

Output
* HOMO: -20.93 eV
* frontier orbital gap: 11.1 eV
* total charge: +2
* SMILES string: O=[S@]1(F)=[NH+]P(Cl)(Cl)=N[S@](=O)(F)=[NH+]1

Each line ends with the natural charge from an NBO analysis.
Cartesian coordinates (Å):
O  0.331  1.929  -0.201  -0.692
S  0.301  0.574  -0.528  2.416
F  0.807  0.371  -2.037  -0.389
N  -1.270  -0.101  -0.472  -1.163
P  -1.669  -1.750  -0.935  1.705
Cl  -1.902  -1.806  -2.809  0.052
Cl  -3.449  -2.146  0.044  0.018
N  -0.291  -2.469  -0.427  -1.233
S  0.710  -2.028  0.666  2.479
O  1.817  -2.682  1.151  -0.694
F  -0.154  -1.464  1.867  -0.429
N  1.244  -0.470  0.283  -1.091
H  -1.946  0.703  -0.548  0.508
H  2.014  -0.091  0.803  0.513

Cartesian forces (eV/Å) of the 2 atoms listed first:
O 0.13 -0.20 0.30
S -0.91 -1.53 -2.27

***

4.
# Cl2FH

A 2-piece molecular cluster, Cl2FH overall (ωB97M-V/def2-TZVPD, the Open Molecules 2025 dataset).

Output
* HOMO: -11.66 eV
* frontier orbital gap: 10.2 eV
* SMILES string: FCl.Cl

Each line ends with the natural charge from an NBO analysis.
Cartesian coordinates (Å):
F  -0.530  0.094  1.380  -0.350
Cl  -1.108  1.333  0.473  0.359
Cl  1.074  -1.213  -1.237  -0.267
H  0.564  -0.214  -0.616  0.259

Cartesian forces (eV/Å) of the 2 atoms listed first:
F -0.20 0.35 -0.16
Cl 0.09 -0.26 0.28

***

5.
# Cl2FN

A 2-piece molecular cluster, Cl2FN overall in a non-equilibrium geometry (ωB97M-V/def2-TZVPD, the Open Molecules 2025 dataset).

Output
* HOMO (spin up / spin down): -10.35 / -10.35 eV
* frontier orbital gap (spin up / spin down): 6.0 / 6.0 eV

Each line ends with the natural charge from an NBO analysis.
Cartesian coordinates (Å):
N  -1.137  0.599  0.111  -0.350
F  1.898  -1.743  0.111  -0.606
Cl  0.321  -0.032  0.624  0.624
Cl  -1.010  1.683  -1.107  0.331

Cartesian forces (eV/Å) of the 2 atoms listed first:
N 2.07 -1.45 0.93
F -1.56 1.51 0.36

***

6.
# Cl2H2N2S2

A 3-piece molecular cluster, Cl2H2N2S2 overall in a non-equilibrium geometry (ωB97M-V/def2-TZVPD, the Open Molecules 2025 dataset).

Output
* HOMO (spin up / spin down): -6.55 / -8.39 eV
* spin multiplicity: 3
* frontier orbital gap (spin up / spin down): 6.6 / 5.5 eV

Each line ends with the natural charge from an NBO analysis.
Cartesian coordinates (Å):
N  -0.532  0.529  0.601  -0.313
N  -0.139  0.970  1.608  -0.317
S  -1.407  -0.247  -0.383  0.295
S  0.745  1.693  2.621  0.334
Cl  0.436  3.199  -0.847  -0.270
Cl  -0.482  -2.175  2.699  -0.266
H  -0.190  -2.907  1.692  0.267
H  0.113  2.621  -1.941  0.270

Cartesian forces (eV/Å) of the 2 atoms listed first:
N 1.86 0.49 -3.28
N -1.85 -0.53 3.27

***

7.
# Cl2H2NP

Cl2H2NP as an isolated structure in a non-equilibrium geometry (ωB97M-V/def2-TZVPD, the Open Molecules 2025 dataset).

Output
* HOMO: -9.50 eV
* frontier orbital gap: 9.6 eV

Each line ends with the natural charge from an NBO analysis.
Cartesian coordinates (Å):
N  0.408  0.293  -0.558  -0.780
P  -0.798  -0.872  -0.137  0.545
Cl  1.891  -0.106  -1.325  0.138
Cl  0.872  1.183  0.748  0.154
H  -0.626  -0.847  1.272  -0.046
H  -1.747  0.348  -0.001  -0.010

Cartesian forces (eV/Å) of the 2 atoms listed first:
N 0.55 -0.13 -0.94
P -1.85 1.48 -0.09

***

8.
# Cl2H2S2Si

A 2-piece molecular cluster, Cl2H2S2Si overall in a non-equilibrium geometry (ωB97M-V/def2-TZVPD, the Open Molecules 2025 dataset).

Output
* HOMO: -9.44 eV
* frontier orbital gap: 9.3 eV
* SMILES string: S=[Si](S)Cl.Cl

Each line ends with the natural charge from an NBO analysis.
Cartesian coordinates (Å):
S  -1.673  0.921  0.757  -0.602
Si  -1.047  -0.514  -0.456  1.124
S  -0.602  -2.489  0.140  -0.332
Cl  -0.804  -0.462  -2.383  -0.320
H  -0.018  -2.803  -0.898  0.129
Cl  1.905  2.562  0.844  -0.248
H  2.238  2.785  1.996  0.248

Cartesian forces (eV/Å) of the 2 atoms listed first:
S 0.45 -1.10 -0.98
Si -0.68 0.57 2.87

***

no.,DFT total energy (eV)
1,-17020.71904
2,-19109.91467
3,-70015.18356
4,-27776.41029
5,-29245.62532
6,-49723.30245
7,-35852.97314
8,-54627.68327